ORCA calculation (ωB97M-V/def2-TZVPD) on one molecule with the formula C15H18N4O2S at a distorted geometry.

Results
- orbital gap (eV) = 8.873
- SMILES = CCc1nnc(NC(=O)CCC(=O)Nc2ccc(C)cc2)s1
- total charge = 0
- 2S+1 = 1

Structure (XYZ):
```
40
Properties=species:S:1:pos:R:3:forces:R:3
S -2.07413 1.81546 0.19429 0.2 0.9 0.3
O 2.28433 0.92654 -0.59011 0.0 0.1 0.2
O -1.20060 0.37227 -1.83412 -0.1 -0.3 0.0
N -0.81354 4.02404 -0.14857 1.0 -0.2 -1.4
N -1.58057 4.22058 0.91763 -0.6 0.7 1.2
N -0.25138 2.41597 -1.75024 0.2 0.2 -0.2
N 1.83376 -1.09779 -1.54618 -0.1 -0.4 -0.3
C -0.94046 2.83937 -0.64472 -0.8 -0.4 0.7
C 1.37882 -4.21071 0.33458 0.0 0.1 0.0
C 0.52156 0.86378 -3.44195 0.0 -0.1 0.1
C 1.47068 -3.30563 -0.70375 0.0 0.1 0.0
C 1.55620 -3.80536 1.65172 0.0 0.0 0.0
C 1.74538 -1.96515 -0.44746 0.0 -0.2 0.3
C 1.98384 0.84039 -2.96609 0.0 0.1 0.2
C 1.82584 -2.46477 1.89561 -0.1 -0.2 -0.1
C -2.29695 3.20987 1.25126 0.1 -0.8 -0.3
C -0.40164 1.16643 -2.27574 0.2 0.2 -0.6
C -4.68950 3.05109 1.89842 0.1 0.0 0.2
C -3.24838 3.19524 2.38837 -0.3 -0.1 0.1
C 1.48263 -4.79326 2.77580 0.1 0.0 0.0
C 2.06226 0.23700 -1.56090 0.3 0.2 -0.6
C 1.92206 -1.54728 0.86629 0.0 0.2 0.0
H 0.22609 -0.10785 -3.84076 -0.1 0.1 0.0
H -4.95022 3.88112 1.24620 -0.1 0.0 -0.1
H -3.00385 2.36083 3.04988 0.0 0.1 0.1
H -3.12724 4.12873 2.93948 0.1 -0.1 0.0
H 2.38477 1.85287 -2.90318 0.0 -0.1 0.1
H 1.16441 -5.24739 0.11796 0.0 -0.1 0.0
H 2.59862 0.27105 -3.66480 0.0 0.0 0.0
H 1.96366 -2.12757 2.91269 0.0 0.0 0.1
H 1.63878 -1.54185 -2.43297 0.1 0.2 0.1
H 1.32502 -3.63882 -1.72253 0.0 0.0 -0.1
H 2.13055 -0.51189 1.07543 0.0 0.0 0.0
H -4.81043 2.12251 1.34486 -0.1 -0.1 -0.1
H 2.47420 -5.19880 2.98093 0.0 -0.1 0.1
H -5.37284 3.04503 2.74361 -0.1 0.0 0.0
H 1.11961 -4.31936 3.68470 0.0 0.0 0.1
H 0.82599 -5.62225 2.52224 0.0 -0.1 0.1
H 0.38929 1.61214 -4.22535 0.0 0.0 0.0
H 0.45337 3.05342 -2.09250 0.0 -0.1 0.0
```
Positions in Å, forces in eV/Å.

List of natural (NBO) charges in e, atom by atom:
1. S 0.39
2. O -0.60
3. O -0.59
4. N -0.30
5. N -0.26
6. N -0.62
7. N -0.60
8. C 0.20
9. C -0.19
10. C -0.49
11. C -0.24
12. C -0.04
13. C 0.13
14. C -0.49
15. C -0.21
16. C 0.04
17. C 0.69
18. C -0.59
19. C -0.45
20. C -0.62
21. C 0.68
22. C -0.18
23. H 0.23
24. H 0.21
25. H 0.22
26. H 0.24
27. H 0.23
28. H 0.21
29. H 0.23
30. H 0.21
31. H 0.40
32. H 0.20
33. H 0.25
34. H 0.21
35. H 0.22
36. H 0.21
37. H 0.22
38. H 0.21
39. H 0.23
40. H 0.43